Entry 1:
The following is a quantum chemistry calculation of C20H17I2IrN10O5S as an isolated structure, from the OMol25 dataset.

## Properties
2S+1   2
E_tot   -76021.632 eV
ΔE to the lowest compared entry with this formula, charge and spin   158.9 kJ/mol
HOMO level (alpha / beta)   -10.65 / -10.65 eV
Orbital gap (alpha / beta)   6.96 / 5.12 eV
Charge   +1

Geometry (Å):
Ir (-0.71660, 0.51738, 0.16288)
I (2.89101, -2.36013, 5.79258)
C (1.47752, -1.48949, 4.53154)
C (0.90519, -0.27098, 4.86512)
C (-0.01213, 0.31193, 4.00794)
I (-0.84288, 2.15590, 4.48798)
C (-0.39026, -0.30798, 2.81989)
O (-1.30546, 0.34267, 2.00831)
C (0.16739, -1.55921, 2.50994)
C (-0.19955, -2.35758, 1.26617)
N (-1.17856, -1.56599, 0.51174)
C (-1.90542, -2.11844, -0.62463)
C (-2.98045, -1.10506, -0.89871)
C (-4.20522, -1.40888, -1.45523)
C (-5.14717, -0.39957, -1.59982)
C (-4.83917, 0.87916, -1.16576)
C (-3.59096, 1.12511, -0.62766)
N (-2.67919, 0.15112, -0.51098)
C (1.10693, -2.12723, 3.36515)
H (1.18400, 0.23438, 5.77906)
H (-0.66356, -3.31116, 1.53786)
H (0.68227, -2.57156, 0.66737)
H (-1.86421, -1.31872, 1.23231)
H (-2.33833, -3.09446, -0.39602)
H (-1.23977, -2.22845, -1.48490)
H (-4.42110, -2.42541, -1.75421)
H (-6.11607, -0.61578, -2.02914)
H (-5.55175, 1.68786, -1.23787)
H (-3.28227, 2.10394, -0.28953)
H (1.54488, -3.08595, 3.11286)
O (5.25674, 1.46610, 0.19364)
C (5.03134, 0.48466, -0.65854)
O (5.86165, 0.06910, -1.42313)
C (3.66050, -0.11404, -0.66898)
C (3.30844, -1.18325, -1.46035)
N (2.00240, -1.42078, -1.24447)
N (1.47937, -0.56178, -0.35384)
C (2.46870, 0.23555, -0.01181)
C (2.12350, 1.28989, 0.97295)
O (2.98011, 1.99958, 1.46870)
O (0.86544, 1.33121, 1.26595)
H (4.46733, 1.68897, 0.74953)
H (3.90965, -1.77249, -2.13308)
H (1.42920, -2.11624, -1.68959)
N (1.74095, 1.94886, -4.37941)
N (0.68422, 1.58972, -3.57596)
N (-0.56190, 1.65602, -3.98606)
C (-1.20301, 1.12731, -2.95904)
N (-0.35368, 0.74842, -1.99392)
N (0.86284, 1.06374, -2.41423)
H (1.39227, 2.59051, -5.08249)
H (2.46234, 2.37462, -3.80683)
H (-2.27188, 1.01961, -2.92976)
S (-0.37319, 4.79023, 1.20045)
C (-0.70881, 3.44905, 0.48149)
N (-1.00360, 2.45801, -0.14548)

Entry 2:
The following is a quantum chemistry calculation of C25H27AsN2O3S2SbSe4Tc as an isolated structure, from the OMol25 dataset.

## Properties
2S+1   2
E_tot   -388123.008 eV
ΔE to the lowest compared entry with this formula, charge and spin   0.1 kJ/mol
HOMO level (alpha / beta)   -4.55 / -4.57 eV
Orbital gap (alpha / beta)   5.69 / 6.20 eV
Charge   -1

Geometry (Å):
Tc (-0.07724, -0.10992, 0.12789)
Se (4.40065, 2.37430, 2.16948)
Sb (2.90106, 0.49740, 2.12356)
Se (0.43457, 1.19684, 2.19490)
Se (2.24585, -0.27218, -0.27246)
Se (3.28716, -1.42104, 3.47768)
S (-1.09698, -1.06688, -2.00266)
C (-2.42017, -0.33248, -1.23284)
N (-2.29678, 0.03409, 0.02422)
C (-3.40086, 0.69983, 0.51025)
C (-3.54636, 1.21265, 1.79665)
C (-4.73318, 1.84286, 2.12639)
C (-5.76878, 1.96170, 1.19814)
C (-5.63348, 1.45296, -0.08386)
C (-4.44114, 0.82820, -0.42173)
S (-3.96461, 0.11202, -1.93635)
H (-2.73723, 1.10124, 2.50789)
H (-4.86370, 2.24185, 3.12418)
H (-6.69041, 2.45308, 1.48194)
H (-6.43795, 1.54206, -0.80246)
C (-0.48549, 4.12232, -2.04593)
As (0.03897, 3.21348, -0.43577)
C (1.90284, 3.55069, -0.21932)
C (-1.05050, 3.99698, 0.93679)
O (-0.37165, 1.62483, -0.83341)
H (-0.29596, 5.19157, -1.95704)
H (-1.54628, 3.94308, -2.21396)
H (0.08349, 3.71102, -2.87731)
H (2.11254, 4.55826, -0.57977)
H (2.44306, 2.81597, -0.81590)
H (2.21486, 3.43408, 0.81729)
H (-1.32903, 5.00360, 0.62321)
H (-0.50432, 4.00783, 1.87468)
H (-1.94118, 3.37778, 1.04304)
C (-3.81032, -3.67978, -2.76938)
C (-3.28244, -4.58540, -1.68843)
C (-2.62852, -5.75558, -2.05130)
C (-2.13696, -6.62294, -1.08724)
C (-2.27544, -6.30707, 0.24752)
C (-2.92304, -5.13451, 0.62819)
N (-3.09998, -4.89913, 2.00370)
C (-2.89465, -3.73508, 2.74978)
C (-3.70715, -3.58478, 3.88182)
C (-3.59151, -2.49590, 4.72150)
C (-2.66681, -1.49961, 4.43943)
C (-1.86272, -1.63070, 3.32397)
C (-1.94527, -2.73647, 2.47578)
C (-0.88028, -2.87028, 1.42593)
O (-0.47487, -3.93095, 1.02553)
O (-0.34576, -1.71818, 1.04898)
C (-3.45757, -4.27140, -0.33324)
C (-4.23027, -3.05273, 0.09101)
H (-3.56252, -4.07985, -3.75217)
H (-3.37296, -2.68333, -2.69482)
H (-4.89624, -3.56934, -2.71461)
H (-2.49875, -5.98381, -3.10256)
H (-1.61857, -7.52751, -1.37962)
H (-1.84274, -6.93733, 1.01486)
H (-3.23060, -5.72701, 2.55805)
H (-4.45365, -4.34649, 4.07682)
H (-4.23341, -2.42053, 5.59094)
H (-2.55808, -0.64064, 5.08884)
H (-1.10570, -0.88494, 3.11700)
H (-4.81159, -3.26137, 0.99031)
H (-4.91134, -2.72151, -0.69101)
H (-3.57229, -2.21401, 0.33118)

Entry 3:
The following is a quantum chemistry calculation of one molecule with the formula C5H6F2O, from the OMol25 dataset.

## Properties
E_tot   -12764.012 eV
ΔE to the lowest compared entry with this formula, charge and spin   0.0 kJ/mol
HOMO level   -9.92 eV
SMILES   O[C@H]1C=C(F)C[C@H]1F
Orbital gap   10.82 eV
Charge   0

Geometry (Å):
O (-0.78806, -1.80049, 0.50539)
C (-0.90758, -0.39591, 0.70661)
C (0.34642, 0.12826, 1.34931)
C (1.13940, 0.61706, 0.41988)
F (2.34945, 1.13686, 0.60527)
C (0.58151, 0.55495, -0.97547)
C (-0.89926, 0.34744, -0.65374)
F (-1.56699, -0.40930, -1.60275)
H (-1.40666, -1.99321, -0.21215)
H (-1.81912, -0.18202, 1.26972)
H (0.57550, 0.05321, 2.41428)
H (0.78888, 1.48375, -1.53661)
H (0.99713, -0.32377, -1.53173)
H (-1.43624, 1.30705, -0.54883)

Entry 4:
The following is a quantum chemistry calculation of an isolated ion of composition C6H13BrN and charge +1, from the OMol25 dataset.

## Properties
E_tot   -77954.613 eV
ΔE to the lowest compared entry with this formula, charge and spin   298.6 kJ/mol
HOMO level (alpha / beta)   -12.34 / -12.60 eV
Orbital gap (alpha / beta)   8.04 / 8.46 eV
Charge   +1

Geometry (Å):
C (0.35481, -1.23430, 1.53297)
C (-0.03660, -1.72315, 0.11864)
C (-0.30746, 0.06182, 1.91202)
C (0.01095, 0.69242, -0.70216)
C (1.21763, 1.56459, -0.55696)
C (-1.35375, 0.92447, -1.28086)
N (0.44320, -0.71636, -0.90445)
Br (-2.26909, 0.22150, 1.94849)
H (-0.00052, -2.17081, 2.22821)
H (1.36690, -0.95637, 1.73492)
H (0.59651, -2.62675, -0.07038)
H (-1.11828, -1.63666, 0.16126)
H (0.10958, 0.57691, 2.69695)
H (1.63001, 2.02603, -1.53240)
H (2.09879, 1.13530, -0.10953)
H (0.97945, 2.49974, -0.11176)
H (-1.31101, 1.97698, -1.48291)
H (-2.18765, 0.71975, -0.64674)
H (-1.71767, 0.39613, -2.18028)
H (1.43286, -0.55920, -0.95358)
H (0.06131, -1.17202, -1.80146)

Entry 5:
The following is a quantum chemistry calculation of C10H12Cl2F3NO11Pd as an isolated structure, from the OMol25 dataset.

## Properties
2S+1   4
E_tot   -71249.812 eV
HOMO level (alpha / beta)   -0.55 / -4.10 eV
Orbital gap (alpha / beta)   2.61 / 6.15 eV
Charge   -1

Geometry (Å):
Pd (1.15939, 0.47261, -0.99739)
Cl (-1.26093, 0.18085, -1.68552)
Cl (3.65191, 0.43936, -0.66729)
C (0.39163, -2.39227, -4.24024)
N (1.67311, -1.94976, -3.57980)
O (1.60288, -0.98011, -2.78633)
O (2.67332, -2.56302, -3.97995)
H (0.42605, -1.99392, -5.25426)
H (-0.44404, -2.09498, -3.60671)
H (0.52226, -3.46057, -4.41278)
C (-0.22442, -4.99504, 0.34662)
C (-0.26632, -4.76535, -1.11448)
O (0.65528, -3.71399, -1.26085)
C (0.61108, -2.95025, -0.22937)
O (1.07157, -1.84505, -0.09543)
O (0.13916, -3.67532, 0.76863)
F (-1.44825, -4.49774, -1.58005)
H (0.51094, -5.69381, 0.74545)
H (-1.24002, -5.17349, 0.69991)
H (0.11913, -5.66734, -1.58980)
C (0.06824, 5.94147, -0.70050)
C (-0.51081, 5.44693, 0.61432)
O (-0.30460, 4.09458, 0.51869)
C (0.40477, 3.72514, -0.51124)
O (0.80394, 2.57528, -0.79777)
O (0.62475, 4.81107, -1.31001)
F (-1.85128, 5.66537, 0.73354)
H (0.68084, 6.76017, -0.32295)
H (-0.72646, 6.37779, -1.30564)
H (-0.07087, 5.77028, 1.55772)
C (-1.28981, -0.19637, 4.10767)
C (-1.35315, 1.35053, 4.12377)
O (-1.06741, 1.62575, 2.78371)
C (-0.27320, 0.70947, 2.28267)
O (0.56243, 0.68956, 1.36777)
O (-0.40270, -0.41196, 3.05365)
F (-0.33960, 1.83635, 4.80831)
H (-2.26406, -0.65873, 3.94912)
H (-0.75841, -0.55280, 4.99010)
H (-2.25637, 1.75932, 4.57674)

Entry 6:
The following is a quantum chemistry calculation of a 4-piece molecular cluster, C22H46IN3O8P overall, from the OMol25 dataset.

## Properties
E_tot   -61792.063 eV
HOMO level   -11.42 eV
Orbital gap   6.33 eV
Charge   +1

Geometry (Å):
C (5.80065, -1.62342, -0.83946)
C (4.26490, -1.69281, -0.53790)
O (3.84646, -1.10167, 0.42105)
O (3.50184, -2.47123, -1.38825)
C (2.38198, -1.72538, -1.92470)
C (1.53866, -2.71455, -2.78904)
C (0.47937, -1.99178, -3.70800)
C (-0.96781, -1.89143, -3.04451)
C (-1.05770, -0.47801, -2.37053)
C (-2.41687, -0.15303, -1.70456)
C (-3.44161, -1.21239, -1.65177)
C (-4.70096, -0.83679, -0.97008)
C (-5.84497, -1.89778, -0.81482)
C (-6.01515, -2.84195, -2.06526)
N (-7.23479, -2.59518, -2.87434)
N (-4.93652, 0.37372, -0.42098)
N (-3.98715, 1.24898, -0.50427)
I (-4.46253, 3.07440, 0.40927)
C (-2.74618, 1.15211, -1.07863)
P (-1.49724, 2.53837, -1.05932)
O (-0.22764, 2.20333, -1.74081)
O (-1.10190, 2.92510, 0.51109)
O (-2.07426, 3.91155, -1.79417)
H (6.32587, -0.86616, -0.21869)
H (6.31106, -2.60406, -0.63801)
H (5.90567, -1.35645, -1.91873)
H (2.75532, -0.83944, -2.50874)
H (1.81083, -1.31036, -1.04679)
H (1.00591, -3.48651, -2.17809)
H (2.26769, -3.22185, -3.47806)
H (0.83968, -0.93033, -3.82670)
H (0.41407, -2.40988, -4.73883)
H (-1.69874, -2.00951, -3.89034)
H (-1.03390, -2.73794, -2.31241)
H (-0.26152, -0.41057, -1.58846)
H (-0.88245, 0.27638, -3.18423)
H (-3.29023, -2.21552, -2.08681)
H (-5.76231, -2.46824, 0.13911)
H (-6.78547, -1.28243, -0.74805)
H (-5.14812, -2.86734, -2.76753)
H (-6.11337, -3.88830, -1.66171)
H (-7.84948, -3.40000, -2.73288)
H (-7.76335, -1.78539, -2.55078)
H (-1.15154, 2.07322, 0.99579)
H (-2.22230, 3.68988, -2.73648)
C (-6.12938, 8.81033, 1.06457)
C (-5.61138, 7.45803, 1.52609)
C (-4.12953, 7.29960, 1.22075)
O (-6.34682, 6.41788, 0.87523)
H (-6.01256, 8.92306, -0.01751)
H (-7.19500, 8.90603, 1.28037)
H (-5.59849, 9.62592, 1.55877)
H (-5.77873, 7.34755, 2.59921)
H (-3.94543, 7.36160, 0.14367)
H (-3.77209, 6.31890, 1.54860)
H (-3.53847, 8.06962, 1.71923)
H (-6.20678, 6.50656, -0.07577)
C (10.26358, -1.92601, 3.05269)
C (9.15521, -1.86029, 2.01372)
C (7.79369, -1.68150, 2.66689)
O (9.15694, -3.05896, 1.23813)
H (10.11728, -2.77769, 3.72370)
H (11.23298, -2.06494, 2.57019)
H (10.29900, -1.01332, 3.65116)
H (9.34465, -1.03202, 1.32727)
H (7.56230, -2.52420, 3.32519)
H (7.00768, -1.64690, 1.90988)
H (7.75423, -0.76140, 3.25363)
H (8.99066, -3.79842, 1.83504)
C (1.42370, -3.36163, 2.93148)
C (0.74269, -2.06198, 3.33192)
C (-0.36341, -1.69324, 2.35218)
O (1.70535, -1.01473, 3.37735)
H (1.88838, -3.26882, 1.94489)
H (2.22019, -3.60830, 3.63541)
H (0.71166, -4.19000, 2.90524)
H (0.32547, -2.16007, 4.33632)
H (0.04344, -1.54547, 1.34563)
H (-0.83698, -0.75258, 2.64606)
H (-1.12924, -2.47174, 2.30839)
H (2.08136, -0.92020, 2.49185)